The following is a DFT calculation (wB97M-V/def2-TZVPD) of C30H45N7O5SV as an isolated structure.

Output
Expectation value of S²: 0.80
2S+1: 2
E_LUMO (alpha / beta): -4.596 / -4.735 eV
Total charge: +2
E: -3271.4009 Eh
Energy relative to the best compared isomer or geometry (same formula, charge and spin): 14.3 kcal/mol

```
89
Properties=species:S:1:pos:R:3:forces:R:3
V -0.7532 -0.2684 -0.8670 -1.680 -1.492 -1.799
C -2.3979 -3.1761 0.2294 -0.167 -0.018 0.006
C -3.3806 -2.0436 0.3961 -0.075 0.018 -0.123
O -3.3143 -1.0886 -0.6644 0.092 0.142 0.181
C -4.0427 -1.3618 -1.8598 -0.068 -0.002 -0.011
C -3.2474 -2.2043 -2.8153 0.102 0.017 -0.076
O -1.9855 -1.5817 -2.9609 0.133 -0.104 -0.188
C -1.1055 -2.3111 -3.8133 -0.092 -0.019 0.139
C 0.3227 -1.9329 -3.4759 -0.084 -0.087 0.081
O 0.5355 -1.8270 -2.0627 -0.096 0.368 -0.381
C 0.8600 -3.0241 -1.3731 0.124 0.061 0.051
C -0.3793 -3.6706 -0.8363 0.088 -0.065 -0.028
O -1.1574 -2.6479 -0.2162 -0.068 0.108 0.087
H -2.7701 -3.9098 -0.4890 0.064 -0.009 -0.040
H -2.2716 -3.6880 1.1853 -0.005 -0.081 0.070
H -3.1515 -1.4942 1.3075 0.011 0.105 0.064
H -4.3920 -2.4444 0.4788 -0.062 -0.013 0.068
H -4.2254 -0.3888 -2.3132 -0.047 0.064 0.018
H -4.9998 -1.8410 -1.6428 -0.026 0.029 0.095
H -3.7856 -2.2566 -3.7652 0.013 -0.012 -0.110
H -3.1211 -3.2274 -2.4497 0.006 -0.053 -0.012
H -1.2998 -2.0733 -4.8616 -0.041 -0.013 -0.071
H -1.2737 -3.3831 -3.6811 -0.020 -0.050 0.032
H 0.5496 -0.9589 -3.8829 0.086 0.241 -0.024
H 1.0113 -2.6580 -3.9097 0.056 -0.048 0.017
H 1.5064 -2.7367 -0.5494 0.150 0.035 0.039
H 1.4051 -3.7180 -2.0108 0.059 -0.011 -0.107
H -0.0969 -4.4470 -0.1218 -0.101 -0.034 0.124
H -0.9665 -4.1364 -1.6311 -0.071 -0.005 -0.006
C 5.9068 2.9648 4.5355 -0.039 -0.086 -0.017
C 5.4454 1.5393 4.3599 0.013 0.079 0.006
C 6.3017 0.5550 3.8779 0.076 0.021 -0.013
C 5.8696 -0.7507 3.6962 0.110 0.008 -0.067
C 4.5639 -1.1081 4.0040 -0.070 -0.101 0.102
N 4.2051 -2.4817 3.8125 -0.053 0.245 0.036
C 3.0260 -3.0761 3.4876 -0.073 -0.013 -0.217
O 2.8110 -4.2611 3.6071 0.057 0.188 0.147
N 1.9999 -2.2421 2.9590 0.271 0.212 0.190
C 2.1079 -1.4350 1.8408 0.145 0.158 0.044
C 3.3191 -1.0619 1.2433 0.097 -0.060 -0.020
C 3.2965 -0.2713 0.1093 0.081 -0.061 0.037
C 2.0898 0.1212 -0.4396 0.004 -0.056 0.156
N 0.9260 -0.2354 0.1191 1.913 -0.068 1.014
C 0.9435 -0.9629 1.2499 0.024 0.221 0.038
C 3.7016 -0.1447 4.5205 0.034 -0.152 -0.024
C 4.1438 1.1605 4.6824 -0.035 -0.002 0.011
H 6.9928 3.0392 4.4764 -0.061 -0.010 0.012
H 5.5880 3.3669 5.4988 0.020 -0.033 -0.045
H 5.4857 3.6061 3.7568 0.022 -0.027 0.036
H 7.3302 0.8117 3.6446 -0.080 -0.042 0.012
H 6.5596 -1.5016 3.3211 -0.056 0.061 0.016
H 4.9179 -3.1545 4.0418 0.064 -0.129 0.094
H 1.1069 -2.6857 3.0903 -0.117 -0.123 -0.047
H 4.2615 -1.3854 1.6657 -0.128 0.037 -0.169
H 4.2219 0.0377 -0.3610 -0.057 -0.038 0.041
H 2.0428 0.7250 -1.3332 -0.032 0.020 -0.056
H -0.0159 -1.2005 1.6963 -0.040 -0.022 -0.045
H 2.7048 -0.4182 4.8325 -0.083 -0.029 -0.025
H 3.4667 1.8971 5.1054 0.040 -0.069 -0.044
C -4.5175 2.3595 2.2104 -0.007 -0.070 -0.001
C -3.1645 2.1733 1.6081 -0.036 0.059 0.059
C -2.0049 2.9077 1.7249 0.043 0.242 0.001
C -1.0470 2.2662 0.9258 0.114 -0.005 0.005
N -1.5830 1.1780 0.3438 -0.615 0.651 0.984
N -2.8715 1.1520 0.7899 -0.018 -0.031 0.010
C 0.3673 2.7094 0.7289 -0.064 -0.059 0.095
H -4.5587 3.3032 2.7507 0.010 -0.039 -0.038
H -4.7463 1.5579 2.9175 0.032 0.057 -0.048
H -5.2987 2.3666 1.4462 0.067 0.010 0.045
H -1.8640 3.8058 2.3096 -0.003 -0.125 -0.088
H -3.4930 0.4470 0.4238 0.030 -0.022 -0.170
H 0.4377 3.7820 0.9028 -0.013 -0.010 -0.001
H 0.7178 2.4944 -0.2774 -0.010 0.039 -0.007
H 1.0301 2.2163 1.4441 -0.013 0.013 -0.046
C -1.2711 2.3327 -5.5353 -0.013 0.094 0.034
N -1.9779 2.6904 -4.3155 0.029 0.072 -0.171
C -3.1056 3.6367 -4.3417 0.099 -0.098 0.033
C -3.4927 3.7615 -2.8584 0.154 -0.186 -0.043
N -2.6129 2.7646 -2.2278 -0.211 0.170 0.075
C -1.7101 2.2730 -3.0884 -0.227 0.123 0.006
S -0.3849 1.2798 -2.6591 0.294 0.002 -0.248
H -1.9933 2.2159 -6.3427 -0.009 -0.017 0.040
H -0.7376 1.3996 -5.3886 0.005 -0.039 0.044
H -0.5550 3.1069 -5.8157 -0.039 0.016 0.039
H -3.9143 3.2366 -4.9515 -0.006 -0.061 -0.027
H -2.7908 4.5840 -4.7746 0.037 0.033 -0.026
H -4.5372 3.5224 -2.6867 -0.083 -0.034 0.027
H -3.2966 4.7551 -2.4657 0.063 0.079 0.047
H -2.4173 2.7729 -1.2416 0.063 -0.065 0.072
```
Forces are in eV/Å.

The following is a DFT calculation (wB97M-V/def2-TZVPD) of C30H46AlBF2N7O2P2 as an isolated structure.

Output
E_LUMO: -1.838 eV
Total charge: +1
E: -2854.3679 Eh
Energy relative to the best compared isomer or geometry (same formula, charge and spin): 5.7 kcal/mol

```
91
Properties=species:S:1:pos:R:3:forces:R:3
Al 0.4201 0.5521 -0.4003 -0.169 0.368 -0.118
C -0.5364 -1.8896 -3.1011 0.041 -0.008 0.026
P -0.0200 -1.7028 -1.3648 -0.204 -0.019 -0.034
C -1.2824 -2.5939 -0.4157 0.092 -0.005 -0.043
C 1.4736 -2.7633 -1.2915 0.009 0.043 -0.054
C 2.2202 -2.7322 0.0463 -0.137 0.169 -0.017
P 3.1755 -1.1827 0.3283 0.365 -0.310 0.257
C 3.6106 -1.2921 2.0922 -0.049 0.040 -0.045
C 4.7575 -1.5323 -0.5092 -0.062 0.098 -0.039
H -0.6775 -2.9426 -3.3470 -0.009 -0.004 0.000
H 0.2266 -1.4767 -3.7622 -0.009 0.013 -0.014
H -1.4704 -1.3543 -3.2712 0.002 0.005 0.010
H -1.4241 -3.6000 -0.8135 -0.010 -0.008 -0.007
H -2.2270 -2.0511 -0.4651 0.001 -0.005 0.006
H -0.9731 -2.6432 0.6299 -0.025 -0.007 -0.013
H 2.1224 -2.4477 -2.1154 0.010 -0.027 0.003
H 1.1457 -3.7813 -1.5213 0.029 0.001 -0.001
H 2.9136 -3.5756 0.0970 0.030 0.055 0.033
H 1.5202 -2.8258 0.8796 -0.002 -0.018 0.012
H 4.1260 -2.2293 2.3078 -0.017 -0.002 -0.019
H 2.7094 -1.2380 2.7012 -0.022 -0.007 0.014
H 4.2613 -0.4582 2.3546 -0.008 0.021 -0.031
H 5.2223 -2.4377 -0.1172 -0.031 0.006 0.013
H 5.4321 -0.6880 -0.3678 -0.003 0.004 0.001
H 4.5910 -1.6447 -1.5805 0.008 -0.001 -0.014
C 0.4168 4.5623 -5.6693 0.002 -0.007 -0.006
C 1.5919 3.6111 -5.8660 -0.001 -0.012 0.014
C 2.7086 3.8865 -4.8635 -0.010 -0.009 -0.016
C 1.1487 2.1459 -5.8391 0.033 0.067 -0.021
N 0.5422 1.7654 -4.5638 0.022 -0.003 0.033
C 1.1158 1.3899 -3.4237 -0.062 0.027 -0.008
N 0.1616 1.2255 -2.5309 0.199 -0.082 -0.080
N -1.0017 1.5075 -3.1534 -0.087 0.012 0.079
N -0.7820 1.8370 -4.3663 -0.069 -0.021 -0.076
H 0.7437 5.5939 -5.7940 0.000 0.010 0.002
H -0.0042 4.4683 -4.6653 -0.001 0.002 0.001
H -0.3844 4.3699 -6.3831 -0.007 0.001 -0.005
H 1.9920 3.7585 -6.8734 0.002 -0.002 -0.003
H 2.3570 3.7844 -3.8329 -0.001 0.004 0.001
H 3.0741 4.9066 -4.9749 0.002 0.006 -0.003
H 3.5556 3.2124 -5.0033 0.010 -0.005 0.007
H 1.9976 1.4817 -6.0010 -0.017 -0.008 0.000
H 0.3967 1.9468 -6.6001 -0.003 -0.002 0.007
H 2.1707 1.2577 -3.2542 0.028 -0.026 0.030
F 3.1089 1.6683 0.5746 0.155 0.316 0.506
B 2.5023 0.8773 -0.3586 -0.241 -0.580 0.002
F 3.2361 0.9075 -1.5447 0.220 0.053 -0.555
C 0.2521 3.9943 -1.0048 -0.004 -0.014 0.002
C -0.8867 3.2585 -0.3950 0.047 0.005 0.018
N -0.9415 1.9663 -0.1142 -0.028 -0.084 -0.038
C -2.1767 1.7189 0.4560 -0.042 0.049 0.032
C -2.8731 2.8769 0.5097 0.004 -0.030 0.013
N -2.0412 3.8359 -0.0268 -0.010 0.012 0.006
H 1.1886 3.4845 -0.7824 0.005 -0.006 -0.011
H 0.3095 5.0068 -0.6079 0.002 0.005 0.005
H 0.1329 4.0598 -2.0881 0.006 -0.006 -0.011
H -2.4484 0.7372 0.8011 -0.012 -0.034 0.003
H -3.8539 3.1066 0.8825 -0.015 0.006 0.003
H -2.2450 4.8183 -0.1076 0.006 -0.022 -0.001
C -3.6190 -5.0316 1.9623 -0.009 0.013 0.004
C -3.4570 -3.5783 2.3220 -0.023 0.005 -0.012
C -4.1811 -2.6164 1.6240 -0.011 -0.012 0.025
C -4.0527 -1.2694 1.9250 -0.005 0.008 0.010
C -3.1985 -0.8703 2.9391 -0.002 0.023 -0.045
C -2.4674 -1.8220 3.6413 0.020 -0.002 0.000
N -1.6070 -1.4180 4.6943 0.032 -0.042 0.000
C -0.8520 -0.2531 4.6534 0.021 0.034 -0.010
C -0.7749 0.5613 5.7860 -0.014 0.002 -0.014
C -0.0276 1.7240 5.7785 0.011 0.013 0.003
C 0.6398 2.1276 4.6286 -0.010 0.009 -0.004
C 0.5674 1.3318 3.4995 -0.009 -0.003 0.007
C -0.1415 0.1320 3.5045 0.039 -0.030 0.055
C 0.0117 -0.7714 2.3251 -0.271 0.023 -0.035
O 0.1811 -1.9715 2.4427 0.115 -0.038 0.052
O -0.0347 -0.1736 1.1635 0.109 -0.039 0.121
C -2.5797 -3.1819 3.3383 0.009 0.001 -0.005
C -1.7429 -4.1707 4.0983 -0.002 0.015 -0.006
H -4.3806 -5.1537 1.1936 0.000 -0.005 0.000
H -3.9145 -5.6265 2.8274 0.001 -0.012 0.000
H -2.6866 -5.4561 1.5831 0.002 -0.006 0.000
H -4.8647 -2.9317 0.8449 -0.007 -0.004 -0.006
H -4.6499 -0.5380 1.3935 0.004 0.016 -0.010
H -3.1065 0.1740 3.2139 0.002 0.003 -0.002
H -1.8900 -1.7099 5.6166 0.011 -0.005 -0.011
H -1.3253 0.2750 6.6745 -0.002 0.003 0.005
H 0.0188 2.3309 6.6730 0.000 0.004 0.013
H 1.2179 3.0409 4.6188 0.004 0.011 0.001
H 1.1092 1.6118 2.6032 0.006 0.005 -0.011
H -0.7507 -3.7532 4.2654 0.008 0.003 0.010
H -1.6424 -5.1113 3.5624 0.000 -0.007 0.000
H -2.1801 -4.3983 5.0747 0.004 -0.010 0.008
```
Forces are in eV/Å.